Density functional theory data (ωB97M-V/def2-TZVPD) for C23H27N3OS in the gas phase.

```
! wB97M-V def2-TZVPD RIJCOSX def2/J DEFGRID3
* xyz 0 1
C 0.07 -4.28 -3.15
C -0.26 -3.73 -1.80
C 0.53 -3.99 -0.70
C 0.20 -3.50 0.56
C -0.96 -2.77 0.72
C -1.77 -2.49 -0.37
C -1.42 -2.95 -1.63
O -2.14 -2.72 -2.79
C -3.03 -1.64 -2.86
C -2.32 -0.30 -3.15
N -1.46 0.10 -2.07
C -1.91 0.63 -0.89
C -0.89 0.72 0.02
C 0.27 0.17 -0.62
C 1.57 -0.10 -0.20
C 2.44 -0.69 -1.08
C 2.05 -1.00 -2.38
C 0.76 -0.77 -2.82
C -0.13 -0.20 -1.92
H 0.46 -1.04 -3.82
H 2.76 -1.46 -3.05
H 3.45 -0.91 -0.77
H 1.88 0.13 0.81
C -1.05 1.15 1.40
N -0.22 2.07 1.92
C -0.32 2.44 3.32
C 0.17 3.87 3.53
N 1.55 4.08 3.11
C 2.52 4.00 4.17
H 2.27 4.73 4.94
H 3.50 4.25 3.77
H 2.58 3.00 4.64
C 1.91 3.21 1.99
C 0.69 2.88 1.14
H 1.00 2.34 0.25
H 0.20 3.81 0.83
H 2.66 3.73 1.38
H 2.36 2.27 2.34
H -0.47 4.55 2.96
H 0.08 4.13 4.59
H 0.28 1.74 3.92
H -1.36 2.34 3.64
S -2.24 0.44 2.30
H -2.93 0.93 -0.77
H -3.08 0.47 -3.31
H -1.72 -0.40 -4.05
H -3.69 -1.87 -3.70
H -3.64 -1.55 -1.95
H -2.66 -1.92 -0.20
H -1.24 -2.39 1.69
H 0.84 -3.70 1.40
H 1.43 -4.58 -0.82
H 0.04 -3.49 -3.90
H 1.06 -4.73 -3.15
H -0.66 -5.03 -3.44
*
```

Output
SMILES: Cc1ccccc1OCCn1cc(C(=S)N2CCN(C)CC2)c2ccccc21
HOMO level, eV: -7.53
Relative energy (zero: lowest compared OMol25 entry of this formula, charge and spin), kcal/mol: 51.34
Max |F|, eV Å⁻¹: 0.746
Kohn-Sham gap, Eh: 0.300



Density functional theory data (ωB97M-V/def2-TZVPD) for C23H27N5O5 in the gas phase.

```
! wB97M-V def2-TZVPD RIJCOSX def2/J DEFGRID3
* xyz 0 1
C 2.22 5.11 2.19
C 0.94 4.59 1.58
H 0.61 5.22 0.75
H 0.13 4.55 2.32
O 1.18 3.27 1.09
C 0.12 2.57 0.72
O -1.02 2.97 0.76
C 0.52 1.19 0.22
N -0.37 0.16 0.72
C -1.51 -0.26 0.14
O -2.13 -1.22 0.55
C -2.03 0.56 -1.05
N -1.43 0.14 -2.29
C -1.90 -0.75 -3.20
C -3.05 -1.54 -3.29
C -3.17 -2.30 -4.43
C -2.20 -2.30 -5.44
C -1.07 -1.53 -5.36
C -0.91 -0.74 -4.22
N 0.07 0.11 -3.83
N -0.25 0.61 -2.70
H -0.32 -1.52 -6.14
H -2.36 -2.92 -6.31
H -4.04 -2.94 -4.54
H -3.79 -1.55 -2.51
H -1.84 1.62 -0.89
H -3.10 0.38 -1.11
C 0.03 -0.46 1.99
C 0.42 0.62 2.98
C 1.72 0.88 3.37
C 1.99 1.91 4.26
C 0.96 2.69 4.75
C -0.35 2.43 4.36
C -0.61 1.40 3.48
H -1.63 1.20 3.18
H -1.16 3.04 4.74
H 1.17 3.50 5.44
H 3.00 2.10 4.56
H 2.53 0.28 2.99
C 1.07 -1.55 1.63
O 2.27 -1.41 1.68
N 0.47 -2.68 1.22
H -0.53 -2.67 1.01
C 1.23 -3.77 0.67
C 1.41 -3.64 -0.84
O 0.15 -3.73 -1.46
C 0.22 -3.74 -2.86
H 0.70 -2.83 -3.24
H 0.79 -4.60 -3.22
H -0.80 -3.79 -3.23
H 1.88 -2.67 -1.08
H 2.07 -4.44 -1.21
H 0.71 -4.70 0.89
H 2.21 -3.76 1.15
H -0.86 -0.97 2.37
H 1.54 0.97 0.54
H 0.50 1.20 -0.88
H 3.01 5.13 1.45
H 2.07 6.12 2.57
H 2.53 4.47 3.01
*
```

Output
SMILES: CCOC(=O)CN(C(=O)Cn1nnc2ccccc21)[C@@H](C(=O)NCCOC)c1ccccc1
HOMO level, eV: -9.07
Relative energy (zero: lowest compared OMol25 entry of this formula, charge and spin), kcal/mol: 3.30
Max |F|, eV Å⁻¹: 1.303
Kohn-Sham gap, Eh: 0.348



Density functional theory data (ωB97M-V/def2-TZVPD) for C23H27N8ORuSSe2 as an isolated structure.

```
! wB97M-V def2-TZVPD RIJCOSX def2/J DEFGRID3
* xyz 1 1
Ru -0.34 -0.05 0.72
C 0.93 1.82 2.69
C -0.14 1.05 3.43
N -1.24 0.62 2.53
C -2.32 1.60 2.28
C -1.92 2.67 1.28
S -1.05 1.95 -0.17
C 0.50 2.93 -0.14
C 1.69 2.12 0.38
N 1.27 1.14 1.41
H 1.81 1.94 3.32
H 0.58 2.83 2.45
H -0.52 1.64 4.27
H 0.30 0.13 3.83
H -1.67 -0.16 3.02
H -2.64 2.07 3.21
H -3.16 1.03 1.88
H -1.28 3.43 1.73
H -2.81 3.18 0.92
H 0.32 3.83 0.44
H 0.69 3.24 -1.17
H 2.46 2.79 0.77
H 2.13 1.56 -0.44
H 2.07 0.53 1.58
Se -1.40 -1.32 -2.82
Se -2.40 0.69 -3.35
C -0.82 1.79 -3.45
C -1.00 3.15 -3.67
C 0.13 3.93 -3.87
C 1.38 3.33 -3.83
C 1.45 1.97 -3.58
N 0.36 1.21 -3.40
C -2.26 -1.82 -1.16
C -3.20 -2.85 -1.34
C -3.87 -3.38 -0.26
C -3.60 -2.86 0.99
C -2.66 -1.85 1.09
N -1.97 -1.33 0.06
H -1.99 3.59 -3.71
H 0.03 4.99 -4.06
H 2.29 3.90 -3.99
H 2.40 1.45 -3.53
H -3.39 -3.20 -2.34
H -4.60 -4.17 -0.40
H -4.10 -3.21 1.88
H -2.41 -1.48 2.07
N 4.89 -0.77 -0.06
C 4.08 -0.72 -0.89
N 3.14 -0.68 -1.83
C 1.96 -0.68 -1.29
N 0.91 -0.69 -0.80
O 0.37 -1.71 1.90
N 1.06 -2.66 1.26
C 0.41 -3.65 0.64
C 1.11 -4.62 -0.04
C 2.50 -4.56 -0.09
C 3.14 -3.53 0.57
C 2.40 -2.58 1.24
H -0.67 -3.63 0.73
H 0.56 -5.41 -0.53
H 3.06 -5.31 -0.63
H 4.22 -3.42 0.55
H 2.84 -1.74 1.75
*
```

Output
HOMO level, eV: -10.40
Relative energy (zero: lowest compared OMol25 entry of this formula, charge and spin), kcal/mol: 0.00
Max |F|, eV Å⁻¹: 0.188
Kohn-Sham gap, Eh: 0.280



Density functional theory data (ωB97M-V/def2-TZVPD) for C23H28AgF5IN4O4P as an isolated structure.

```
! wB97M-V def2-TZVPD RIJCOSX def2/J DEFGRID3
* xyz 0 1
Ag 0.35 0.09 0.29
O -0.95 -0.10 1.96
P -2.16 0.50 2.63
N -2.00 2.07 3.18
C -1.03 2.37 4.23
C -0.65 3.82 4.00
C -0.67 3.91 2.47
C -1.91 3.09 2.13
N -3.45 0.52 1.63
C -3.59 -0.32 0.44
C -4.87 0.19 -0.21
C -5.72 0.58 1.00
C -4.69 1.23 1.92
N -2.61 -0.37 3.99
C -1.75 -0.58 5.16
C -1.99 -2.03 5.60
C -3.39 -2.33 5.05
C -3.36 -1.60 3.71
H -0.14 1.73 4.15
H -1.49 2.21 5.21
H 0.30 4.08 4.44
H -1.43 4.48 4.41
H 0.23 3.44 2.06
H -0.73 4.93 2.10
H -1.86 2.63 1.15
H -2.80 3.73 2.18
H -3.71 -1.38 0.72
H -2.72 -0.23 -0.20
H -5.35 -0.57 -0.83
H -4.65 1.06 -0.82
H -6.15 -0.31 1.46
H -6.52 1.26 0.75
H -4.94 1.14 2.98
H -4.57 2.29 1.67
H -2.07 0.11 5.95
H -0.70 -0.40 4.94
H -1.93 -2.14 6.68
H -1.26 -2.69 5.13
H -4.15 -1.89 5.69
H -3.58 -3.39 4.93
H -4.35 -1.34 3.35
H -2.85 -2.22 2.96
F -0.47 5.87 -3.69
C -0.61 4.75 -2.96
C 0.45 3.84 -2.85
F 1.60 4.08 -3.48
C 0.29 2.71 -2.08
F 1.32 1.83 -1.95
C -0.89 2.40 -1.37
O -1.01 1.36 -0.61
C -1.94 3.32 -1.55
F -3.12 3.09 -0.94
C -1.80 4.47 -2.31
F -2.84 5.32 -2.42
I -2.97 -4.90 1.49
C -2.04 -3.88 -0.11
C -2.25 -4.28 -1.41
C -1.67 -3.53 -2.42
C -0.93 -2.41 -2.07
N -0.71 -2.05 -0.82
C -1.24 -2.78 0.16
H -2.85 -5.15 -1.64
H -1.80 -3.81 -3.45
H -0.48 -1.78 -2.83
H -1.02 -2.47 1.17
O 2.03 -0.37 -0.42
O 1.83 -0.93 0.77
*
```

Output
HOMO level, eV: -7.84
Relative energy (zero: lowest compared OMol25 entry of this formula, charge and spin), kcal/mol: 0.00
Max |F|, eV Å⁻¹: 4.315
Kohn-Sham gap, Eh: 0.262



Density functional theory data (ωB97M-V/def2-TZVPD) for C23H28B2CaF4N9O4Se as an isolated structure.

```
! wB97M-V def2-TZVPD RIJCOSX def2/J DEFGRID3
* xyz 1 1
Ca 0.80 0.48 0.03
C -2.81 0.52 3.06
C -1.68 0.81 2.13
N -0.65 0.08 1.92
O 1.04 -1.44 2.17
B 1.99 -2.95 -0.22
F 2.21 -4.12 0.34
F 2.78 -1.92 0.06
O 0.94 -2.83 -1.09
N 0.75 -1.52 -1.53
C 0.02 -1.43 -2.57
C -0.54 -2.60 -3.32
C -0.23 -0.04 -3.06
N -0.03 0.86 -2.17
O -0.19 2.14 -2.56
B 0.17 3.09 -1.48
F 0.37 4.31 -2.00
F 1.36 2.55 -0.81
O -0.89 3.18 -0.43
N -0.87 2.12 0.39
C -1.79 2.05 1.28
C -2.88 3.04 1.46
C -0.64 0.24 -4.46
H -2.52 -0.16 3.85
H -3.61 0.07 2.47
H -3.20 1.43 3.50
H -0.78 -3.40 -2.63
H 0.21 -2.97 -4.02
H -1.42 -2.30 -3.88
H -2.80 3.81 0.70
H -2.84 3.51 2.44
H -3.86 2.55 1.36
H -0.38 -0.58 -5.12
H -0.15 1.15 -4.80
H -1.72 0.41 -4.52
N -1.13 -2.35 4.18
C -1.52 -2.93 2.98
N -1.11 -2.27 1.97
C -0.35 -1.17 2.54
N -0.45 -1.23 3.99
C 1.99 -0.61 2.72
C 2.64 -0.96 3.90
N 3.59 -0.18 4.40
C 3.90 0.92 3.73
C 3.25 1.26 2.55
N 2.29 0.48 2.05
H -1.32 -2.68 5.12
H -2.11 -3.83 2.95
H 2.38 -1.86 4.43
H 4.68 1.55 4.13
H 3.50 2.16 2.00
C -5.28 0.42 -6.27
C -4.78 0.07 -4.90
C -4.65 -1.26 -4.51
C -4.21 -1.61 -3.24
C -4.18 -3.06 -2.85
C -3.84 -0.58 -2.34
Se -3.15 -1.04 -0.66
C -4.00 0.78 -2.72
C -3.71 1.91 -1.78
C -4.47 1.07 -3.99
H -5.35 -0.46 -6.91
H -4.63 1.15 -6.75
H -6.27 0.87 -6.21
H -4.92 -2.05 -5.20
H -4.42 -3.69 -3.71
H -4.92 -3.26 -2.07
H -3.22 -3.37 -2.45
H -2.80 1.74 -1.21
H -4.53 2.04 -1.07
H -3.59 2.85 -2.33
H -4.58 2.10 -4.28
*
```

Output
HOMO level (spin up / spin down), eV: -10.74 / -10.87
Relative energy (zero: lowest compared OMol25 entry of this formula, charge and spin), kcal/mol: 12.10
Max |F|, eV Å⁻¹: 0.772
Kohn-Sham gap (spin up / spin down), Eh: 0.242 / 0.234



Density functional theory data (ωB97M-V/def2-TZVPD) for C23H28F27IN3O3 as an isolated structure.

```
! wB97M-V def2-TZVPD RIJCOSX def2/J DEFGRID3
* xyz 1 1
C -3.08 -0.54 -0.27
C -2.48 -0.37 1.17
C -3.55 -0.90 2.19
C -2.18 1.14 1.38
N -0.79 1.43 1.86
C -0.70 2.92 1.99
C 0.08 3.44 3.22
C -0.42 2.94 4.56
F -0.51 1.63 4.68
F 0.47 3.34 5.50
F -1.57 3.52 4.91
C 0.10 0.93 0.87
N 0.07 1.34 -0.39
N 0.93 -0.03 1.25
I 2.00 0.36 2.96
H -2.65 -1.42 -0.79
H -4.17 -0.65 -0.27
H -2.86 0.32 -0.93
H -1.61 -1.03 1.29
H -3.92 -0.12 2.87
H -4.38 -1.40 1.68
H -3.08 -1.66 2.83
H -2.86 1.50 2.16
H -2.36 1.76 0.49
H -0.22 3.38 1.10
H -1.71 3.35 2.00
H -0.05 4.54 3.23
H 1.16 3.29 3.10
H 0.03 2.31 -0.67
H 0.04 0.64 -1.12
H 1.54 -0.32 0.49
C 0.25 -2.36 -4.23
C 0.09 -2.32 -2.70
C 1.01 -3.24 -1.89
F 0.84 -4.53 -2.20
F 0.72 -3.11 -0.56
F -1.20 -2.54 -2.39
F 0.37 -1.03 -2.29
O -0.64 -3.18 -4.97
C -0.35 -4.53 -5.09
C -1.37 -5.42 -4.37
F -1.49 -5.09 -3.07
F -0.98 -6.71 -4.43
F 0.91 -4.77 -4.69
F -0.39 -4.81 -6.41
H 0.02 -1.35 -4.57
H 1.29 -2.52 -4.53
H 2.06 -2.97 -2.04
H -2.36 -5.32 -4.84
C 3.84 -5.15 -9.11
C 4.50 -5.22 -7.73
C 3.63 -4.83 -6.53
F 3.17 -3.56 -6.61
F 4.35 -4.91 -5.39
F 5.64 -4.48 -7.74
F 4.89 -6.51 -7.54
O 4.05 -3.97 -9.89
C 3.25 -2.87 -9.66
C 4.04 -1.69 -9.08
F 4.69 -2.03 -7.95
F 3.19 -0.68 -8.77
F 2.20 -3.21 -8.89
F 2.75 -2.50 -10.85
H 4.32 -5.93 -9.70
H 2.79 -5.42 -9.08
H 2.78 -5.51 -6.44
H 4.77 -1.33 -9.81
C -1.06 5.47 7.68
C -2.22 6.47 7.83
C -2.04 7.59 8.86
F -1.84 7.13 10.10
F -3.15 8.36 8.89
F -3.36 5.78 8.08
F -2.39 7.07 6.62
O -1.14 4.24 8.39
C -0.75 4.21 9.72
C -1.92 3.94 10.67
F -2.91 4.84 10.51
F -1.50 4.02 11.95
F -0.08 5.33 10.03
F 0.13 3.20 9.83
H -1.08 5.16 6.63
H -0.09 5.95 7.81
H -1.19 8.23 8.59
H -2.33 2.94 10.50
*
```

Output
HOMO level, eV: -13.15
Max |F|, eV Å⁻¹: 1.954
Kohn-Sham gap, Eh: 0.294